A 10-piece molecular cluster, C18H36Cl12O12 overall in a non-equilibrium geometry. Source: OMol25; level of theory: ωB97M-V/def2-TZVPD.

The geometry in XYZ format:
```
78
Properties=species:S:1:pos:R:3:mulliken_charge:R:1
C 0.676 -1.799 -5.084 -0.580
O 2.061 -1.305 -5.046 -0.326
C 2.469 -0.184 -5.563 0.795
O 3.611 0.120 -5.686 -0.536
O 1.356 0.588 -5.948 -0.344
C 1.437 1.814 -6.640 -0.716
H -0.049 -1.102 -4.665 0.244
H 0.528 -2.757 -4.585 0.276
H 0.338 -2.023 -6.096 0.301
H 1.313 1.807 -7.723 0.294
H 2.415 2.295 -6.635 0.319
H 0.561 2.419 -6.408 0.273
C 2.286 0.324 10.841 -0.593
O 2.797 0.565 9.579 -0.334
C 2.484 -0.081 8.449 0.837
O 2.702 0.351 7.359 -0.546
O 1.826 -1.233 8.749 -0.342
C 1.433 -2.107 7.753 -0.689
H 1.196 0.309 10.846 0.298
H 2.670 1.120 11.480 0.244
H 2.618 -0.617 11.280 0.272
H 1.447 -1.758 6.721 0.331
H 0.454 -2.539 7.959 0.265
H 2.086 -2.979 7.784 0.255
C -7.216 -3.096 -10.875 -0.647
O -6.411 -2.636 -9.794 -0.295
C -6.753 -1.469 -9.307 0.806
O -7.688 -0.727 -9.667 -0.584
O -6.069 -1.237 -8.180 -0.297
C -6.358 -0.008 -7.469 -0.626
H -7.037 -4.168 -10.960 0.234
H -7.010 -2.565 -11.804 0.282
H -8.262 -3.012 -10.579 0.317
H -7.311 -0.096 -6.947 0.280
H -6.398 0.834 -8.160 0.308
H -5.463 0.141 -6.866 0.223
C 1.259 -1.354 1.094 -0.598
O 0.516 -0.350 1.856 -0.305
C -0.314 0.543 1.256 0.827
O -0.678 1.546 1.838 -0.597
O -0.576 0.212 0.029 -0.311
C -0.963 1.170 -0.897 -0.711
H 1.639 -0.979 0.144 0.295
H 0.584 -2.182 0.877 0.285
H 2.057 -1.700 1.750 0.232
H -0.072 1.680 -1.263 0.316
H -1.612 1.961 -0.521 0.323
H -1.479 0.707 -1.738 0.237
Cl -3.310 0.637 7.953 -0.162
C -2.748 1.656 6.602 -0.176
Cl -2.912 3.417 6.990 -0.152
H -1.700 1.390 6.459 0.224
H -3.334 1.378 5.726 0.267
Cl -2.385 8.066 1.974 -0.149
C -1.734 6.560 1.294 -0.211
Cl -1.023 6.862 -0.345 -0.164
H -1.075 6.001 1.958 0.294
H -2.548 5.851 1.142 0.230
Cl 7.744 2.985 -0.587 -0.144
C 7.320 1.639 -1.630 -0.229
Cl 6.207 0.485 -0.817 -0.141
H 6.870 2.083 -2.517 0.244
H 8.250 1.158 -1.936 0.272
Cl 3.626 4.941 1.609 -0.153
C 3.592 4.051 3.144 -0.146
Cl 3.055 5.247 4.341 -0.159
H 2.864 3.241 3.193 0.193
H 4.607 3.719 3.358 0.266
Cl 5.870 -4.416 7.890 -0.123
C 6.641 -4.166 6.408 -0.256
Cl 5.552 -4.650 4.971 -0.175
H 7.042 -3.158 6.304 0.287
H 7.529 -4.798 6.439 0.268
Cl -4.012 -3.352 -2.055 -0.138
C -4.579 -4.987 -2.537 -0.277
Cl -6.264 -5.342 -2.332 -0.134
H -4.232 -5.199 -3.548 0.282
H -4.016 -5.740 -1.985 0.270
```

Charge   0
Calculated total energy   -194086.0611 eV
SMILES string   COC(=O)OC.COC(=O)OC.COC(=O)OC.COC(=O)OC.ClCCl.ClCCl.ClCCl.ClCCl.ClCCl.ClCCl
Relative energy (zero: lowest compared OMol25 entry of this formula, charge and spin)   0.0 kcal per mole
Multiplicity   1